No. 1
70
Properties=species:S:1:pos:R:3:forces:R:3 method="wB97M-V/def2-TZVPD" total_charge=+4 e_homo_ev="-19.8 / -19.8" largest_force_ev_per_a=3.64
Pt -0.43924 0.33119 0.15796 -0.8175 1.4500 -1.7123
Br -5.03661 5.18962 -1.03493 -0.2342 0.2559 -0.0557
C -3.84468 3.85483 -0.67380 0.0889 -0.1358 0.0233
C -2.52284 4.15468 -0.32238 0.1864 -0.0978 0.0108
C -1.65414 3.12235 -0.07297 -0.1148 0.1149 -0.0010
N -2.02378 1.81667 -0.14787 0.1148 -0.1569 0.2471
C -3.30709 1.53428 -0.47581 -0.0905 -0.0047 0.1073
C -4.23341 2.51072 -0.74660 0.1028 -0.1092 0.0303
H -2.18143 5.17823 -0.25372 -0.0110 0.0226 0.0005
H -0.62399 3.33100 0.19552 0.0185 0.0103 -0.0173
H -3.57911 0.48733 -0.52006 -0.0085 -0.0127 0.0089
H -5.24696 2.24053 -1.00801 -0.0132 -0.0065 -0.0336
C 3.72928 0.84313 3.72065 0.0811 0.0765 -0.1872
C 2.40017 0.30085 3.28558 0.0956 -0.0673 0.2768
O 2.10346 0.82081 1.89857 -0.4947 0.1612 0.4728
P 1.74204 0.05728 0.62578 0.9380 -1.2495 -0.3823
O 2.37816 -1.34115 0.57553 -0.1759 0.0733 -0.0285
C 1.87491 -2.67764 0.97685 0.0033 -0.3002 0.1937
C 2.88875 -3.70238 0.55810 0.1050 0.0912 -0.0609
O 2.17180 0.89097 -0.58658 -0.0574 0.0944 0.0052
C 3.56385 1.00249 -1.21453 0.3906 0.1763 -0.2765
C 4.64481 1.15230 -0.18809 -0.1580 -0.0872 0.1734
H 3.86591 0.59860 4.77529 0.0220 -0.0055 -0.0031
H 3.76350 1.92610 3.61118 -0.0255 0.0138 0.0890
H 4.55111 0.40463 3.15618 -0.0142 -0.0331 0.0330
H 1.58597 0.66159 3.90964 -0.0554 0.0878 -0.1354
H 2.37933 -0.78722 3.25851 0.0038 -0.0034 -0.1514
H 0.90502 -2.82310 0.49736 0.0234 0.0371 -0.0494
H 1.72825 -2.67033 2.05612 0.0273 0.0816 -0.0035
H 3.03906 -3.70009 -0.52032 -0.0356 -0.0322 -0.0174
H 2.54391 -4.68970 0.86539 -0.0250 -0.0100 -0.0080
H 3.84586 -3.51605 1.04172 0.0072 -0.0165 0.0368
H 3.47124 1.87787 -1.85180 -0.1381 0.0119 0.0961
H 3.67657 0.11698 -1.83559 -0.1321 -0.0807 0.1057
H 4.46347 1.99788 0.47359 0.0478 0.0681 -0.0526
H 5.57707 1.33452 -0.72730 0.0026 0.0041 0.0139
H 4.78161 0.24476 0.40291 0.0278 -0.0057 -0.0352
S -1.48240 -1.12133 1.50357 0.0172 -0.8618 0.3175
C -2.02626 -0.42987 3.03251 -0.0852 0.3798 -0.2369
N -2.68624 -1.19542 3.86708 0.0505 -0.0103 0.0014
C -3.03462 -0.46301 5.11372 -0.0137 -0.0039 0.1121
C -2.45088 0.94381 4.84878 -0.0405 0.0410 0.0704
N -1.85192 0.79012 3.49487 0.0493 0.0256 0.0506
H -2.91924 -2.16599 3.70689 -0.0258 -0.0049 0.0129
H -2.58035 -0.95427 5.97208 0.0549 -0.0082 -0.0610
H -4.11361 -0.45835 5.25599 0.0068 0.0135 -0.1100
H -1.68176 1.22062 5.56679 0.0169 -0.0395 -0.0319
H -3.21059 1.72272 4.83744 -0.0139 -0.0473 -0.0643
H -1.40650 1.53972 2.99252 -0.0452 0.0168 0.0320
C -1.33874 0.27168 -4.76752 0.1020 0.0701 0.0793
N -0.59424 0.19489 -3.48471 -0.0591 0.8968 0.0066
C -0.09193 1.48524 -3.00239 -0.1629 -0.0914 -0.1902
C -0.52316 -0.89074 -2.75957 -1.3611 -2.1826 -2.5790
N -0.26880 -0.95356 -1.45775 1.2055 -0.4020 2.6179
N -0.70802 -2.13222 -3.40409 0.0474 2.2672 1.5567
C -0.11365 -2.40791 -4.70547 0.0081 -0.3985 -0.1638
C -1.24172 -3.28386 -2.69643 0.2424 -0.2319 -0.0806
H -1.79548 1.25753 -4.81824 -0.0329 0.0021 0.0628
H -2.12340 -0.47861 -4.80879 0.0731 -0.0756 0.0720
H -0.67245 0.17050 -5.62013 0.0330 -0.0314 -0.0177
H 0.40377 1.98474 -3.83372 0.0956 0.0360 0.0667
H 0.63096 1.34474 -2.20054 0.0502 0.0067 -0.0477
H -0.91910 2.11457 -2.67452 -0.0136 0.0310 -0.0027
H -0.13894 -1.89410 -1.10756 0.1533 0.0568 -0.2582
H 0.51265 -1.58896 -5.03864 0.0554 -0.0305 -0.0104
H -0.91134 -2.60280 -5.43029 0.1227 0.1068 -0.0136
H 0.47705 -3.32401 -4.61768 0.0685 0.1393 -0.0750
H -1.87803 -2.97743 -1.87005 -0.0886 -0.0509 -0.0221
H -0.41777 -3.91936 -2.35023 -0.1445 -0.0758 0.0782
H -1.82514 -3.87364 -3.40599 -0.0510 0.0408 0.1148

=====

No. 2
59
Properties=species:S:1:pos:R:3:forces:R:3 method="wB97M-V/def2-TZVPD" smiles="CCCCCCCCCCCCCCCCCCC(=O)O" e_homo_ev=-10.4 largest_force_ev_per_a=0.70
C -2.57463 3.08761 -2.10953 -0.1804 0.0326 0.2129
C -3.14795 2.60119 -0.78387 0.2892 -0.1156 -0.1560
C -2.23074 1.58273 -0.11208 -0.4984 0.1581 0.1962
C -2.82010 1.03371 1.18546 0.4567 -0.1261 -0.1826
C -1.86900 0.05607 1.87297 -0.4901 0.0576 0.1603
C -2.50938 -0.61203 3.08947 0.3558 0.0341 0.0672
C -1.52102 -1.42827 3.92530 -0.2076 -0.1036 -0.2739
C -0.85768 -2.55063 3.13049 0.1076 0.1316 0.5038
C 0.08088 -3.39424 3.98870 -0.1157 -0.1826 -0.3080
C 0.84859 -4.46148 3.20268 0.2106 0.1634 0.2301
C 1.83096 -3.88607 2.17315 -0.1909 -0.2554 -0.0706
C 1.22106 -3.65648 0.77944 0.2401 0.2857 0.1146
C 1.58126 -2.28820 0.20051 -0.2544 -0.3062 -0.2822
C 0.84911 -2.00813 -1.11223 0.0243 0.2949 0.1818
C 0.83263 -0.52568 -1.48863 0.2422 -0.2680 -0.1885
C 2.20715 0.01912 -1.86944 -0.2312 0.2256 0.1730
C 2.21712 1.53730 -2.04562 0.0318 -0.1903 -0.1255
C 1.31728 2.01048 -3.19602 0.1257 0.1156 0.2039
C 1.49032 3.49285 -3.38121 0.0772 -0.0472 -0.3723
O 2.17212 4.02577 -4.21395 0.1371 0.0280 -0.1307
O 0.80217 4.19399 -2.46652 -0.3791 0.1658 0.5602
H -2.48181 2.25956 -2.80997 0.0419 -0.0741 -0.1209
H -1.59010 3.52583 -1.96168 0.0919 0.0441 -0.0524
H -3.22286 3.83836 -2.55561 -0.0091 0.0817 -0.1330
H -4.12711 2.14767 -0.95535 -0.0692 0.0215 0.0719
H -3.29142 3.45303 -0.11534 -0.0811 0.0026 0.0539
H -2.05186 0.75372 -0.80132 0.1037 -0.0505 -0.0535
H -1.26742 2.05473 0.09702 0.1257 -0.0216 -0.0349
H -3.04460 1.86134 1.86255 -0.0816 0.0255 0.0472
H -3.76166 0.52494 0.96454 -0.0955 0.0141 0.0235
H -0.96837 0.59041 2.18599 0.1367 -0.0067 -0.0288
H -1.57304 -0.70646 1.15047 0.1320 -0.0355 -0.0654
H -2.94869 0.16017 3.72615 -0.1030 0.0146 -0.0169
H -3.32125 -1.26176 2.75394 -0.1022 0.0001 0.0070
H -2.05086 -1.85352 4.78154 0.0586 -0.0036 0.0860
H -0.74696 -0.76265 4.31603 0.0370 0.0238 0.0788
H -1.62912 -3.19165 2.69664 -0.0286 -0.0330 -0.1486
H -0.28731 -2.10541 2.32004 0.0074 -0.0008 -0.1963
H -0.49872 -3.88687 4.77399 -0.0042 0.0558 0.0817
H 0.80128 -2.73535 4.48068 0.0312 0.0190 0.0769
H 1.40857 -5.06192 3.92377 -0.0521 -0.0847 -0.0160
H 0.14326 -5.12927 2.70377 -0.0291 -0.1081 -0.0078
H 2.68149 -4.56373 2.08077 0.0685 0.0683 0.0226
H 2.22083 -2.94228 2.56003 0.0859 0.0682 0.0289
H 0.13491 -3.73730 0.83657 -0.0682 -0.0202 -0.0394
H 1.55971 -4.43477 0.09252 -0.0735 -0.0579 -0.0423
H 1.31089 -1.51342 0.92299 0.0390 0.0690 0.0882
H 2.66086 -2.23473 0.05038 0.0768 0.0809 0.0800
H 1.30044 -2.58845 -1.91953 -0.0413 -0.0878 -0.0808
H -0.18673 -2.34265 -1.00892 -0.0177 -0.0844 -0.0258
H 0.44226 0.04826 -0.64505 -0.1056 0.0765 0.0356
H 0.14794 -0.39202 -2.32839 -0.0980 0.0967 0.0146
H 2.54536 -0.45800 -2.79166 0.0863 -0.0731 -0.0361
H 2.92253 -0.23064 -1.08444 0.0825 -0.0617 -0.0207
H 1.88582 2.01332 -1.12041 0.0545 0.0332 0.0442
H 3.24045 1.86354 -2.24577 -0.0068 0.0706 0.0434
H 1.59871 1.50622 -4.12035 -0.0529 0.0802 -0.0169
H 0.27403 1.80765 -2.95857 -0.0541 -0.0434 -0.0614
H 0.95241 5.14472 -2.58747 0.1638 -0.1974 -0.1999

=====

No. 3
59
Properties=species:S:1:pos:R:3:forces:R:3 method="wB97M-V/def2-TZVPD" smiles="CCCCCCCCCCCCCCCCCCC(=O)O" e_homo_ev=-10.3 largest_force_ev_per_a=0.69
C 3.79580 2.15448 0.32647 -0.1953 -0.1340 -0.0108
C 3.09486 0.84983 0.68783 0.3772 0.0621 0.0689
C 4.07525 -0.17331 1.25306 -0.2825 -0.1629 -0.1774
C 3.44288 -1.53546 1.53982 0.1910 0.1634 0.2456
C 2.37059 -1.51413 2.64052 -0.0677 -0.1595 -0.3371
C 0.94375 -1.60577 2.09916 0.0553 0.0675 0.4702
C -0.08429 -1.66339 3.22928 -0.1150 -0.2159 -0.2959
C -1.49255 -2.00278 2.73915 0.0813 0.2953 0.1369
C -2.18481 -0.84359 2.02298 -0.1681 -0.2785 0.0232
C -3.46006 -1.29378 1.30509 0.1303 -0.0475 -0.0385
C -3.17456 -1.98557 -0.03043 -0.1532 0.3156 0.0692
C -2.87649 -0.98720 -1.14867 0.1357 -0.4423 -0.0415
C -2.27467 -1.67616 -2.37208 -0.1662 0.2864 -0.0891
C -2.18589 -0.77392 -3.60501 0.0399 0.0291 0.1185
C -1.47492 0.55942 -3.36853 0.1421 -0.2895 -0.0240
C -0.04299 0.39927 -2.86346 -0.1035 0.1661 -0.1133
C 0.71698 1.72439 -2.79630 -0.1053 -0.1606 0.2166
C 0.10151 2.76023 -1.84591 0.1826 -0.0072 -0.1280
C 0.09582 2.33195 -0.40295 -0.0855 0.0158 -0.0075
O -0.27085 1.27373 0.03420 -0.0815 -0.2287 0.0438
O 0.54601 3.30813 0.39663 0.2386 0.5966 0.2645
H 4.28441 2.57896 1.20146 0.0770 0.0924 0.0667
H 3.08732 2.88510 -0.05713 0.0136 0.1308 -0.0364
H 4.55470 1.98082 -0.43395 0.1094 0.0191 -0.0696
H 2.61185 0.43435 -0.19962 -0.1267 -0.0504 0.0035
H 2.31556 1.04755 1.42519 -0.1647 -0.0393 -0.0100
H 4.88902 -0.31234 0.53600 0.0811 0.0631 0.0143
H 4.51478 0.22048 2.17329 0.0830 0.0259 0.0279
H 3.00654 -1.92532 0.61779 0.0114 -0.0852 -0.0717
H 4.24446 -2.21785 1.83180 -0.0221 -0.0613 -0.0742
H 2.47657 -0.60790 3.24067 0.0172 0.0599 0.1112
H 2.53048 -2.36071 3.31317 -0.0184 0.0450 0.0718
H 0.73426 -0.75871 1.44620 -0.0108 0.0364 -0.1492
H 0.85654 -2.51550 1.49944 -0.0124 -0.0347 -0.0947
H -0.10238 -0.70908 3.76108 0.0292 0.0490 0.1033
H 0.22969 -2.43027 3.94324 0.0532 0.0458 0.0659
H -1.42873 -2.86346 2.07042 -0.0235 -0.1150 -0.0051
H -2.10588 -2.30188 3.59385 -0.0621 -0.0682 -0.0433
H -1.50497 -0.39257 1.30237 0.0524 0.1267 -0.0135
H -2.43707 -0.07813 2.76122 0.0887 0.0784 0.0017
H -4.01071 -1.97439 1.95959 -0.0791 0.0425 0.0529
H -4.10048 -0.42830 1.11986 -0.1059 -0.0034 0.0104
H -4.03343 -2.59787 -0.31689 0.0518 -0.0854 -0.0453
H -2.32116 -2.65598 0.08528 0.0455 -0.1288 -0.0175
H -2.18010 -0.23665 -0.77663 0.0084 0.1597 0.0058
H -3.80144 -0.47851 -1.43254 -0.0478 0.1080 0.0117
H -1.28034 -2.04746 -2.11744 0.0451 -0.1030 0.0438
H -2.88829 -2.54370 -2.63109 0.0603 -0.0801 0.0283
H -1.66964 -1.31995 -4.39907 -0.0379 0.0174 -0.0920
H -3.19822 -0.56087 -3.95885 -0.0232 -0.0537 -0.0671
H -2.05466 1.13798 -2.64922 -0.0601 0.1213 0.0111
H -1.46241 1.11481 -4.31106 -0.0390 0.1045 0.0164
H 0.49907 -0.27169 -3.53440 0.0248 -0.0720 -0.0056
H -0.05368 -0.05162 -1.87293 0.0560 -0.1173 -0.0213
H 1.74557 1.52957 -2.48378 0.0684 0.0549 -0.0585
H 0.75274 2.17126 -3.79298 0.0618 0.0164 0.0126
H 0.64863 3.70143 -1.91262 -0.1172 -0.0200 -0.0338
H -0.93466 2.94804 -2.13472 -0.0120 0.0742 0.0675
H 0.53253 3.02496 1.32503 -0.1259 -0.2252 -0.2123